(1)
{
  "formula": "C22H54N4O6",
  "method": "ωB97M-V with the def2-TZVPD basis set",
  "symbols": ["C", "C", "C", "C", "C", "C", "N", "O", "C", "C", "C", "H", "H", "H", "H", "H", "H", "H", "H", "H", "H", "H", "H", "H", "H", "H", "H", "H", "H", "H", "C", "C", "C", "C", "C", "C", "N", "O", "C", "C", "C", "H", "H", "H", "H", "H", "H", "H", "H", "H", "H", "H", "H", "H", "H", "H", "H", "H", "H", "H", "C", "O", "H", "H", "H", "H", "C", "O", "H", "H", "H", "H", "C", "O", "H", "H", "H", "H", "C", "O", "N", "N", "H", "H", "H", "H"],
  "coordinates": [[-15.88915, 4.43152, -8.55958], [-16.05663, 4.18570, -7.11209], [-15.78221, 5.60580, -6.41749], [-16.93166, 6.61657, -6.55902], [-18.23506, 6.00079, -6.07752], [-18.57471, 4.57402, -6.59273], [-17.36192, 3.69652, -6.55976], [-17.62097, 2.49919, -7.38301], [-19.58130, 3.92091, -5.68729], [-19.18296, 4.82735, -8.03159], [-14.98757, 3.23227, -6.60645], [-16.63222, 5.04937, -9.04797], [-15.81921, 3.55810, -9.23555], [-14.92896, 4.89730, -8.74749], [-15.57406, 5.39683, -5.33840], [-14.88333, 6.01214, -6.88241], [-17.08437, 6.93749, -7.58856], [-16.60013, 7.53837, -6.04502], [-19.15029, 6.58652, -6.28639], [-18.07596, 5.91187, -5.01798], [-19.20234, 3.86638, -4.66578], [-20.51195, 4.43763, -5.73018], [-19.88006, 2.94350, -6.10477], [-18.48837, 5.23071, -8.76785], [-19.54558, 3.85347, -8.39686], [-20.02123, 5.52584, -8.12809], [-15.00911, 2.30760, -7.08000], [-15.06266, 3.08705, -5.52236], [-13.98777, 3.65357, -6.74885], [-17.58960, 1.75031, -6.74462], [-12.50604, 8.68103, -15.42332], [-12.31584, 8.65468, -13.91971], [-10.87790, 8.92446, -13.39546], [-10.45134, 10.42181, -13.37595], [-11.41583, 11.21901, -12.59263], [-12.85840, 11.07424, -13.04367], [-13.20634, 9.61306, -13.11109], [-14.45803, 9.60564, -13.78182], [-13.74675, 11.67020, -11.89958], [-13.07564, 11.85543, -14.31765], [-12.83719, 7.30638, -13.46636], [-11.78871, 8.11378, -16.00137], [-12.50595, 9.70312, -15.80877], [-13.46469, 8.22047, -15.64261], [-10.88205, 8.58093, -12.32176], [-10.18149, 8.36707, -13.97358], [-10.42372, 10.81536, -14.41484], [-9.46257, 10.48382, -12.94664], [-11.22338, 12.32653, -12.63619], [-11.33575, 10.97341, -11.55175], [-13.42491, 11.40171, -10.90477], [-13.65976, 12.74284, -12.00830], [-14.77614, 11.39400, -12.04280], [-14.09347, 11.80451, -14.64527], [-12.91215, 12.86538, -14.00928], [-12.40325, 11.70519, -15.14048], [-12.52024, 6.47955, -14.09744], [-13.86700, 7.41313, -13.40283], [-12.47516, 7.00242, -12.48078], [-15.12470, 9.62142, -13.09655], [-19.85343, 8.28547, -9.92253], [-19.45318, 8.62530, -11.22794], [-20.79151, 8.83175, -9.78677], [-20.05924, 7.24780, -9.71922], [-19.23256, 8.61160, -9.12834], [-20.12792, 8.29373, -11.81468], [-17.44754, 10.82023, -10.56864], [-16.80013, 9.63925, -11.11080], [-16.63371, 11.52269, -10.43123], [-18.19857, 11.21219, -11.23007], [-17.81071, 10.66452, -9.57530], [-17.43957, 9.02193, -11.35759], [-14.20424, 7.70652, -9.92268], [-15.00046, 8.47787, -9.01288], [-13.30717, 7.39048, -9.38019], [-14.69412, 6.85524, -10.33814], [-13.81708, 8.44687, -10.66262], [-15.55583, 9.05580, -9.57434], [-16.40573, 12.50914, -5.40908], [-17.48404, 11.92469, -5.40309], [-16.11409, 13.79335, -4.70106], [-15.33869, 12.14306, -6.21104], [-15.21601, 13.77924, -4.19505], [-16.86300, 13.98153, -4.10031], [-14.52769, 12.73800, -6.18189], [-15.30900, 11.23901, -6.63528]],
  "forces_ev_per_angstrom": [[0.1, -0.8, -2.7], [-0.2, 1.8, 2.4], [-0.5, -1.1, 0.2], [0.3, -0.1, -0.8], [0.1, -0.4, 0.8], [0.6, 1.4, -1.7], [0.4, -0.3, -1.4], [-0.3, -0.1, 1.1], [-0.2, -0.8, -0.6], [0.0, -1.3, -0.2], [0.6, 1.5, 1.2], [-0.1, 0.3, 0.3], [-0.3, -0.2, 0.7], [0.2, 0.4, 0.3], [-0.2, 0.3, -0.7], [0.1, 0.0, 0.2], [0.5, -0.1, -0.3], [-0.7, -0.4, 0.1], [0.6, 0.0, 0.3], [-0.5, 0.0, 0.9], [-0.1, -0.2, -0.1], [-0.7, 0.9, 0.3], [0.6, 0.0, 0.4], [0.3, -0.3, 0.3], [0.2, 0.3, -0.2], [-0.1, -0.1, 0.9], [-0.2, -1.7, -0.9], [-0.3, 0.0, -0.2], [-0.1, 0.1, -0.3], [0.0, 0.9, -0.5], [-0.4, 1.0, -0.4], [0.3, 0.6, 1.4], [-1.1, 0.9, 1.2], [-0.2, -1.0, -1.6], [-0.4, 1.8, 0.3], [0.1, -1.2, 1.1], [0.6, 0.5, -0.9], [-0.5, -0.4, -0.5], [0.6, 0.1, -1.3], [-0.3, 0.5, 0.4], [2.2, -0.8, 0.7], [0.6, -0.2, 0.3], [-0.1, -0.2, -0.1], [-0.2, 0.2, -0.1], [0.2, 0.1, -1.0], [0.6, -0.7, -0.4], [0.2, -0.3, 0.4], [0.4, 0.1, 0.0], [0.2, -0.9, 0.0], [0.0, -0.4, 0.7], [0.2, -0.4, 0.2], [-0.2, 0.4, 0.2], [-0.5, 0.0, 0.0], [-0.5, -0.2, -0.4], [0.1, 1.0, 0.0], [0.4, -0.5, -0.3], [-0.2, 0.1, -0.5], [-2.0, -0.3, -0.2], [0.0, 0.4, 0.2], [-0.3, -0.2, 0.5], [-2.3, 0.6, 0.2], [1.2, -0.3, -0.1], [-0.2, -0.2, 0.5], [0.1, -0.7, -0.5], [1.3, 0.6, 0.2], [-0.1, -0.1, -0.3], [1.5, -0.6, -0.4], [1.6, 2.2, 0.9], [0.0, 0.4, -0.3], [-0.3, 0.1, -0.2], [-0.7, -0.4, 0.6], [-2.0, -1.6, -0.6], [1.3, 2.3, 0.5], [-0.5, -0.1, -0.3], [-0.2, -0.2, 0.1], [-0.5, -0.5, -0.5], [-0.3, -1.0, -0.2], [0.2, -0.5, 0.3], [0.0, 0.9, -0.2], [1.5, 1.1, 0.4], [1.0, -2.6, -1.7], [-0.6, 0.8, 1.1], [-0.8, -0.1, -0.4], [-1.2, 0.4, 1.1], [0.0, -0.3, -0.2], [0.0, -0.2, -0.1]],
  "relative_energy_kcal_mol": 44.1,
  "e_homo_ha": -0.3145,
  "orbital_gap_ev": 9.029,
  "largest_force_ha_per_bohr": 0.064,
  "smiles": "CC1(C)CCCC(C)(C)N1O.CC1(C)CCCC(C)(C)N1O.NC(N)=O.CO.CO.CO",
  "lumo_energy_ev": 0.47,
  "total_energy_ev": -41931.544,
  "multiplicity": 1
}

---

(2)
{
  "formula": "C22H55ClN5O7",
  "method": "ωB97M-V with the def2-TZVPD basis set",
  "symbols": ["O", "N", "C", "C", "N", "C", "C", "Cl", "H", "H", "H", "H", "H", "H", "H", "H", "H", "H", "C", "O", "C", "C", "N", "C", "C", "O", "C", "H", "H", "H", "H", "H", "H", "H", "H", "H", "H", "H", "H", "H", "H", "H", "C", "O", "C", "C", "N", "C", "C", "O", "C", "H", "H", "H", "H", "H", "H", "H", "H", "H", "H", "H", "H", "H", "H", "H", "C", "O", "C", "C", "N", "C", "C", "O", "C", "H", "H", "H", "H", "H", "H", "H", "H", "H", "H", "H", "H", "H", "H", "H"],
  "coordinates": [[-7.13167, 3.42495, -0.45494], [-5.98618, 2.87112, 0.11861], [-6.37499, 1.95818, 1.23844], [-5.13510, 1.58100, 2.03162], [-3.90564, 1.55925, 1.24419], [-3.84041, 1.76313, -0.20098], [-5.17620, 2.05514, -0.85974], [-4.96183, 2.92684, -2.35174], [-7.02132, 4.38230, -0.47358], [-5.36007, 3.59518, 0.48984], [-6.85804, 1.09976, 0.77402], [-7.11366, 2.47814, 1.84211], [-5.02532, 2.28287, 2.86372], [-5.33314, 0.60657, 2.48115], [-3.30890, 0.79460, 1.51419], [-3.40547, 0.90470, -0.70960], [-3.17516, 2.60116, -0.42883], [-5.77233, 1.17035, -1.07352], [2.77076, -0.29043, -3.66088], [2.84800, -0.72166, -2.31705], [3.65522, 0.10095, -1.48288], [2.81613, 0.81536, -0.44890], [1.94726, 1.80795, -1.06763], [0.94727, 2.39133, -0.18843], [-0.08811, 1.46985, 0.44448], [-1.01733, 0.90813, -0.47556], [-0.56483, -0.25054, -1.16397], [2.28882, -1.08544, -4.22745], [2.18078, 0.62778, -3.77509], [3.76715, -0.11579, -4.07653], [4.22961, 0.80741, -2.08549], [4.36865, -0.54738, -0.96861], [3.47927, 1.31874, 0.26098], [2.25948, 0.04698, 0.10673], [1.49144, 1.39483, -1.87056], [0.40843, 3.15293, -0.75893], [1.46542, 2.91302, 0.62312], [-0.68464, 2.07319, 1.13592], [0.37331, 0.67003, 1.03411], [0.09528, -0.85496, -0.53895], [-0.04535, -0.00249, -2.09118], [-1.44338, -0.84491, -1.42057], [-5.63394, -2.50948, 0.66126], [-5.48082, -2.24807, 2.04080], [-6.67696, -1.89298, 2.72319], [-7.18012, -2.97940, 3.64452], [-7.68473, -4.11341, 2.89075], [-8.05999, -5.27553, 3.69286], [-6.98307, -5.96397, 4.52047], [-6.00073, -6.63316, 3.75681], [-4.92031, -5.84314, 3.31181], [-4.63525, -2.59637, 0.23645], [-6.17598, -3.43903, 0.46590], [-6.16647, -1.69277, 0.15721], [-7.45704, -1.61946, 2.00289], [-6.44416, -1.01078, 3.33046], [-7.99653, -2.56552, 4.24455], [-6.36343, -3.23896, 4.33278], [-6.99589, -4.39533, 2.20554], [-8.47812, -6.01884, 3.01147], [-8.86826, -4.97545, 4.36760], [-7.47804, -6.73792, 5.11083], [-6.50294, -5.27934, 5.23190], [-4.66305, -5.06697, 4.03969], [-5.12064, -5.36992, 2.34409], [-4.06190, -6.50238, 3.18908], [9.32766, 4.11407, -0.34162], [9.72552, 3.85058, -1.66969], [10.78360, 2.91019, -1.80272], [10.30248, 1.62518, -2.43613], [9.40411, 0.90084, -1.54979], [8.74218, -0.25209, -2.14627], [7.82326, -0.02680, -3.33987], [6.63016, 0.67455, -3.03519], [6.73814, 2.08557, -3.01425], [8.65031, 4.96575, -0.37225], [8.80380, 3.26671, 0.11657], [10.18510, 4.37088, 0.28755], [11.24067, 2.71179, -0.82865], [11.54276, 3.35674, -2.45007], [11.17125, 0.99467, -2.64880], [9.84084, 1.88588, -3.39896], [8.70539, 1.53904, -1.19197], [8.15197, -0.73436, -1.36307], [9.51292, -0.96943, -2.44727], [7.50493, -1.00983, -3.69513], [8.33889, 0.46270, -4.17486], [7.46457, 2.44456, -3.74779], [7.01612, 2.46722, -2.02742], [5.75853, 2.49366, -3.26686]],
  "forces_ev_per_angstrom": [[-0.2, -0.4, 0.1], [0.3, 0.0, 0.1], [-0.2, -0.2, 0.0], [0.2, 0.0, 0.1], [-0.1, -0.3, -0.1], [0.1, 0.1, 0.2], [-0.1, -0.2, -0.1], [0.0, 0.2, -0.2], [0.1, 0.3, -0.1], [-0.1, 0.2, -0.1], [0.0, 0.0, -0.1], [0.0, 0.1, 0.0], [0.0, 0.1, -0.1], [0.0, 0.0, 0.0], [0.1, 0.0, 0.0], [0.0, 0.0, 0.0], [0.0, 0.0, 0.0], [-0.1, 0.0, 0.1], [0.1, -0.1, 0.0], [-0.2, 0.1, 0.0], [0.2, -0.1, 0.0], [-0.1, 0.0, 0.0], [-0.1, -0.1, 0.0], [0.1, 0.1, -0.1], [0.0, 0.0, 0.1], [0.0, -0.1, 0.0], [-0.1, 0.0, 0.0], [0.0, 0.0, 0.0], [0.0, 0.0, 0.0], [0.0, 0.0, 0.0], [0.0, 0.0, 0.0], [0.0, 0.0, 0.0], [0.0, 0.0, 0.0], [0.0, 0.0, 0.0], [0.0, 0.0, 0.0], [0.0, 0.0, 0.0], [0.0, 0.0, 0.0], [0.0, 0.0, 0.0], [0.0, 0.0, -0.1], [0.0, 0.0, 0.0], [0.1, 0.0, 0.0], [0.0, 0.0, 0.0], [0.0, 0.0, 0.0], [0.0, 0.1, -0.1], [-0.1, 0.2, 0.0], [0.1, -0.2, -0.1], [0.1, 0.0, 0.0], [-0.1, 0.0, -0.1], [0.0, 0.0, 0.1], [0.0, 0.0, -0.1], [0.0, -0.1, 0.0], [0.0, 0.0, 0.0], [0.0, 0.0, 0.0], [0.0, 0.0, 0.0], [0.0, 0.0, 0.0], [0.0, 0.0, 0.0], [0.0, 0.0, 0.0], [0.0, 0.0, 0.0], [0.0, 0.0, 0.0], [0.0, 0.0, 0.0], [0.0, 0.0, 0.0], [0.0, 0.0, 0.0], [0.0, 0.0, -0.1], [0.0, 0.0, 0.0], [0.0, 0.1, 0.0], [0.0, 0.0, 0.0], [0.0, 0.1, 0.0], [-0.1, -0.1, 0.0], [0.1, 0.0, 0.0], [-0.1, -0.1, 0.0], [-0.1, 0.1, -0.1], [0.1, 0.0, 0.1], [0.0, -0.1, -0.1], [0.0, 0.1, 0.1], [-0.1, 0.0, 0.0], [0.0, 0.0, 0.0], [0.0, 0.0, 0.0], [0.0, 0.0, 0.0], [0.0, 0.0, 0.0], [0.0, 0.0, 0.0], [0.0, 0.0, 0.0], [0.0, 0.0, 0.0], [0.0, 0.0, 0.0], [0.0, 0.0, 0.0], [0.0, 0.0, 0.0], [0.0, 0.0, 0.0], [0.0, 0.0, 0.0], [0.0, 0.0, 0.0], [0.1, 0.0, 0.0], [0.0, 0.0, 0.0]],
  "e_homo_ha": -0.3614,
  "orbital_gap_ev": 6.705,
  "largest_force_ha_per_bohr": 0.008,
  "lumo_energy_ev": -3.13,
  "total_energy_ev": -57998.616,
  "total_charge": 1,
  "multiplicity": 1
}